Entry 1:
DFT (wB97M-V/def2-TZVPD) results for a molecular structure, C40H24Cl3N8O3Ta.

* multiplicity: 1
* orbital gap: 6.85 eV
* total charge: +2
* LUMO level: -6.68 eV

```
79
C40H24Cl3N8O3Ta wB97M-V/def2-TZVPD
Ta 0.22799 0.00462 -0.16185
Cl 3.52848 1.42630 -5.41925
C 3.11399 1.30635 -3.76044
C 1.83904 1.65364 -3.37125
C 1.49155 1.52530 -2.02418
N 0.21562 1.64083 -1.48010
C -0.79970 2.35903 -2.01373
O -0.74732 3.14481 -2.92976
C -2.09581 2.00425 -1.33538
C -3.23333 2.72348 -1.64020
C -4.44279 2.32570 -1.09508
C -4.45409 1.20751 -0.27666
C -3.26777 0.54415 -0.02299
N -2.08295 0.92643 -0.52502
C 2.42909 1.07342 -1.09158
C 3.72450 0.74252 -1.49282
C 4.06329 0.84912 -2.82134
Cl 5.65461 0.43747 -3.31405
N 1.94580 1.03081 0.24939
C 2.12562 2.16279 1.01698
O 3.08544 2.88340 1.00231
C 0.90693 2.43310 1.83789
C 0.92358 3.39058 2.83134
C -0.24728 3.64613 3.52452
C -1.38128 2.92468 3.18517
C -1.31098 1.98844 2.17036
N -0.18547 1.74034 1.48476
H 1.12545 2.02686 -4.09146
H -3.14251 3.56424 -2.31429
H -5.35501 2.86419 -1.31362
H -5.37156 0.84189 0.16256
H -3.27400 -0.31776 0.62430
H 4.46072 0.44967 -0.75898
H 1.84815 3.91619 3.02683
H -0.27890 4.39135 4.30769
H -2.32075 3.08803 3.69428
H -2.18683 1.42143 1.90109
Cl 6.22268 -2.31522 3.20341
C 4.82731 -2.06706 2.22687
C 4.88876 -2.31187 0.85412
C 3.78013 -2.12213 0.05230
C 2.59166 -1.64922 0.59975
O 1.52323 -1.45340 -0.20489
C 2.52149 -1.42947 1.98683
C 1.23970 -1.22622 2.58235
N 0.20143 -0.82129 1.92925
C -1.07922 -1.19032 2.43012
C -1.52842 -1.08865 3.71426
C -2.74738 -1.70868 4.07277
C -3.45302 -2.44801 3.16474
C -3.00552 -2.55460 1.82348
C -3.66130 -3.30779 0.82336
C -3.14037 -3.33069 -0.43952
C -2.00643 -2.55540 -0.73667
N -1.37456 -1.81412 0.15299
C -1.83858 -1.86962 1.44660
C 3.64375 -1.66099 2.79571
H 5.81621 -2.66234 0.42093
H 3.83895 -2.33047 -1.00773
H 1.10897 -1.56208 3.61069
H -0.94624 -0.56186 4.46067
H -3.10072 -1.62143 5.09090
H -4.36063 -2.95988 3.45689
H -4.55676 -3.86458 1.07013
H -3.59381 -3.91630 -1.22635
H -1.62294 -2.54966 -1.74519
H 3.57821 -1.52090 3.86726
N -3.21674 -0.13797 -5.73919
C -2.25173 -0.45152 -5.20316
C -1.07383 -0.83883 -4.47866
C 0.01511 -1.46009 -5.08696
C 1.08645 -1.81117 -4.28891
C 1.05509 -1.52268 -2.93593
N 0.01429 -0.90967 -2.34725
C -1.03054 -0.58426 -3.11897
H 0.01111 -1.65871 -6.15028
H 1.95678 -2.29515 -4.70890
H 1.88263 -1.77056 -2.29118
H -1.87737 -0.11511 -2.64185
```

=====

Entry 2:
DFT (wB97M-V/def2-TZVPD) results for 2 unconnected molecules or ions with the total composition C7H16N in a non-equilibrium geometry.

* multiplicity: 1
* orbital gap (spin up / spin down): 7.87 / 8.99 eV
* total charge: +1
* LUMO level (spin up / spin down): -3.86 / -3.45 eV

```
24
C7H16N wB97M-V/def2-TZVPD
C 0.36070 -1.72015 1.86899
C 0.93379 -0.73858 1.30176
C 2.17445 -0.05654 1.20066
C -1.72779 0.85381 0.05444
C 0.33248 1.96371 -0.75588
C -0.03988 -0.46896 -1.14960
C -0.68351 0.89408 -1.05484
N -0.98723 -1.56672 -1.17027
H -0.58626 -2.16291 1.61403
H 0.69209 -1.89439 2.88482
H 2.08013 1.05853 1.48936
H 2.86677 -0.54207 1.99913
H 2.65291 -0.06641 0.24680
H -1.27606 0.29609 0.79363
H -2.60093 0.31174 -0.12421
H -1.81995 1.91504 0.33296
H 1.17805 1.97530 -1.45903
H -0.06292 2.90507 -0.67125
H 0.71961 1.95047 0.26938
H 0.86887 -0.69146 -1.68503
H -1.21139 1.04388 -2.04128
H -1.38044 -1.43914 -2.08477
H -1.76900 -1.29079 -0.48749
H -0.71451 -2.52959 -1.37229
```

=====

Entry 3:
DFT (wB97M-V/def2-TZVPD) results for a gas-phase ion, C5H11N2 (charge +1) in a non-equilibrium geometry.

* SMILES string: C=NC(=C)CC[NH3+]
* multiplicity: 1
* orbital gap: 8.30 eV
* total charge: +1
* LUMO level: -4.15 eV

```
18
C5H11N2 wB97M-V/def2-TZVPD
C -0.47579 -0.75191 -1.43267
C 0.89977 -0.70079 -0.64487
C 0.80570 0.43266 0.23823
C 1.95554 1.13474 0.72945
C -0.59790 1.55450 1.69648
N -0.44174 0.60155 0.86378
N -1.57866 -1.36823 -0.55912
H -0.68588 0.30506 -1.77124
H -0.40872 -1.40743 -2.30343
H 1.66260 -0.46932 -1.35711
H 1.04812 -1.73921 -0.28725
H 2.86614 0.92063 0.22084
H 2.05055 1.72260 1.58695
H -1.31644 1.35376 2.58861
H -0.53780 2.65411 1.41052
H -2.56544 -1.32134 -1.01891
H -1.22907 -2.23503 -0.20817
H -1.45098 -0.68636 0.24791
```

=====

Entry 4:
DFT (wB97M-V/def2-TZVPD) results for a molecular structure, C17H18O4S in a non-equilibrium geometry.

* multiplicity: 1
* orbital gap: 9.01 eV
* LUMO level: -0.04 eV

```
40
C17H18O4S wB97M-V/def2-TZVPD
C -4.90583 -1.14484 -1.23937
H -4.27062 -1.22020 -2.28112
O -4.13533 -0.19892 -0.44748
C -2.98297 -0.62923 -0.05156
C -2.42271 0.11389 0.72913
C -1.22572 -0.01482 1.38287
C -0.51580 -1.15624 1.05765
C -1.04740 -1.89714 -0.11999
C -2.36811 -1.68513 -0.54460
H -2.70957 -2.46728 -1.14417
H -0.55870 -2.59551 -0.32159
C 0.85211 -1.05813 1.28388
O 1.39919 -0.62367 2.16177
C 1.87207 -2.12624 0.79203
C 3.29728 -1.82018 0.69896
H 3.92165 -2.67521 0.87179
H 3.55925 -1.38030 1.76852
S 3.60217 -0.80278 -0.54827
O 5.07249 -0.10284 -0.58010
O 3.29983 -1.48513 -1.68293
C 2.39215 0.57177 -0.60103
C 1.18987 0.63499 -1.14644
C 0.34208 1.63933 -1.10350
C 0.44781 2.59002 -0.04973
C 1.66711 2.73770 0.30662
C 2.71932 1.61195 0.39758
H 3.54828 1.41278 0.99615
H 1.84517 3.51916 1.23968
C -0.61318 3.56386 0.04884
H -0.54687 3.90437 1.03900
H -0.28050 4.56828 -0.74132
H -1.54210 3.20241 -0.48627
H -0.51186 1.53912 -1.74948
H 1.17923 -0.38378 -2.04437
H 1.56415 -2.44689 -0.28771
H 1.72389 -2.94226 1.34252
H -0.68031 0.75844 1.85808
H -3.02467 1.16135 1.47890
H -5.95323 -0.65292 -1.47195
H -5.19961 -2.01980 -0.81099
```

=====

Entry 5:
DFT (wB97M-V/def2-TZVPD) results for a molecular structure, C23H34N5S2V.

* multiplicity: 4
* <S²>: 3.76
* orbital gap (spin up / spin down): 6.88 / 7.28 eV
* total charge: +1
* LUMO level (spin up / spin down): -2.53 / -2.58 eV

```
65
C23H34N5S2V wB97M-V/def2-TZVPD
V -0.18343 -0.38966 -0.38501
C 0.17940 -0.92484 -3.46374
C 0.93912 0.32061 -3.10508
C 1.69087 1.01941 -4.06422
C 2.38716 2.13153 -3.67900
C 2.36249 2.56126 -2.33648
C 3.08118 3.69117 -1.88798
C 3.02181 4.03837 -0.56877
C 2.26388 3.28218 0.34334
C 1.54514 2.17364 -0.04561
S 0.65130 1.22632 1.13495
C 1.58623 1.81274 -1.42144
N 0.88067 0.71790 -1.84482
H 0.16017 -1.08534 -4.53944
H -0.85562 -0.86795 -3.11370
H 0.64504 -1.80109 -3.00438
H 1.70882 0.66849 -5.08613
H 2.97357 2.69178 -4.39699
H 3.66973 4.25872 -2.59662
H 3.56716 4.89930 -0.20588
H 2.24883 3.57182 1.38579
C 0.13143 -4.92230 4.52126
C 0.92535 -3.67795 4.91765
C 1.24250 -2.71384 3.77464
C 0.07917 -1.86481 3.27793
N -1.00250 -2.63829 2.65622
C -1.00098 -3.12770 1.41493
S 0.27766 -2.77892 0.32052
N -2.03263 -3.89909 1.05939
C -2.13910 -4.65003 -0.19090
C -1.37681 -5.97065 -0.15534
C -1.76067 -6.88343 1.00760
C -3.23559 -7.26847 1.02944
H 0.16218 -5.66842 5.31485
H 0.54688 -5.37960 3.62013
H -0.92363 -4.71297 4.33213
H 1.87501 -4.00398 5.34592
H 0.40764 -3.14233 5.71962
H 1.66532 -3.26259 2.92897
H 2.01562 -2.01403 4.10059
H 0.43259 -1.13186 2.55325
H -0.37661 -1.31703 4.10423
H -1.72200 -2.97166 3.28002
H -2.69275 -4.14740 1.78184
H -1.76583 -4.01579 -0.99247
H -3.20265 -4.81245 -0.36443
H -0.30692 -5.75340 -0.11916
H -1.56261 -6.48322 -1.10323
H -1.48412 -6.40884 1.95488
H -1.15158 -7.78697 0.94736
H -3.88794 -6.40766 1.19813
H -3.44173 -7.98631 1.82236
H -3.53628 -7.72276 0.08357
C -2.54195 1.43484 -2.75386
C -2.99105 0.82338 -1.47536
N -2.23601 0.21467 -0.57986
C -3.06565 -0.14814 0.46422
C -4.33607 0.22859 0.18449
N -4.27012 0.84359 -1.04413
H -1.46353 1.57147 -2.72932
H -3.00493 2.41119 -2.89497
H -2.80272 0.80980 -3.60954
H -2.68285 -0.63179 1.34817
H -5.25387 0.14000 0.73619
H -5.03744 1.27189 -1.53384
```

=====

Entry 6:
DFT (wB97M-V/def2-TZVPD) results for a molecular structure, C12H16N3OReSSbSe4.

* multiplicity: 4
* <S²>: 3.78
* orbital gap (spin up / spin down): 5.72 / 5.27 eV
* total charge: +2
* LUMO level (spin up / spin down): -7.41 / -8.70 eV

```
39
C12H16N3OReSSbSe4 wB97M-V/def2-TZVPD
Re -0.15022 0.48780 -0.76137
C 4.80241 -1.22674 -0.45255
N 3.81366 -1.16314 0.62808
C 4.09318 -1.25492 1.97968
C 2.93594 -1.11402 2.64178
N 1.93047 -0.93931 1.68161
C 2.50709 -0.95903 0.45218
S 1.84343 -0.60560 -1.09801
C 0.54924 -0.94023 2.00117
C 0.15945 -1.57667 3.17050
C -1.16768 -1.56616 3.54632
C -2.08801 -0.92052 2.73223
C -1.63559 -0.33699 1.57672
N -0.33428 -0.34124 1.18547
H 5.78278 -1.35660 -0.00588
H 4.77788 -0.30093 -1.02382
H 4.58608 -2.06827 -1.10612
H 5.09533 -1.39261 2.34569
H 2.74096 -1.07705 3.69660
H 0.88771 -2.10717 3.76398
H -1.47777 -2.06396 4.45501
H -3.13902 -0.87873 2.97680
H -2.31704 0.16765 0.90628
Se 2.32927 5.87409 -2.08899
Sb 0.17689 5.38712 -1.44582
Se -0.88817 6.26913 0.59822
Se -1.55384 5.00785 -3.16764
Se 0.20225 2.67156 -0.27574
C -3.74476 0.82765 -2.04726
C -2.64349 0.10025 -2.78103
C -2.98060 -1.32391 -3.15177
O -1.45289 0.06701 -1.92475
H -4.59325 0.97047 -2.71513
H -3.40725 1.80781 -1.70771
H -4.08689 0.24416 -1.18995
H -2.32251 0.66501 -3.65585
H -3.15919 -1.91850 -2.25471
H -2.18175 -1.78263 -3.73169
H -3.88982 -1.33264 -3.75251
```

=====

E_tot (computed, eV): -99043.35280; -8996.52315; -8334.10787; -36931.84954; -79209.82261; -300093.33274
Energy relative to the best compared isomer or geometry (same formula, charge and spin) (computed, kcal per mole): 20.53; 133.33; 69.44; 332.03; 11.51; 4.11